DFT (ωB97M-V/def2-TZVPD) results for a 5-piece molecular cluster, C11H32N2O5 overall at a distorted geometry.

Computed properties:
electronic energy	-25138.8427	eV
HOMO-LUMO gap	9.40	eV
structure (SMILES)	NC(N)=O.CC(C)O.CC(C)O.CC(C)O.CO
relative energy (zero: lowest compared OMol25 entry of this formula, charge and spin)	462.80	kJ/mol
net charge	0
HOMO energy	-0.3423	Eh

Cartesian coordinates (Å):
C  -34.4096  -14.1211  -2.8755
O  -33.0707  -13.9133  -2.5724
H  -34.6518  -15.1088  -2.5713
H  -34.6452  -13.9882  -3.9979
H  -34.8701  -13.3481  -2.2351
H  -32.9544  -13.5333  -1.7137
C  -33.4139  -13.4438  0.5864
O  -33.4452  -14.6482  1.2549
N  -34.3661  -12.4938  0.7101
N  -32.3965  -13.1996  -0.1679
H  -35.2565  -12.8312  1.0909
H  -34.2726  -11.5319  0.2637
H  -31.6669  -13.9583  -0.1218
H  -32.0728  -12.2350  -0.4692
C  -32.7487  -16.6534  -5.5683
C  -32.3463  -17.0143  -4.1465
C  -32.1744  -18.5325  -4.0119
O  -31.2701  -16.5818  -3.6626
H  -32.1094  -16.9856  -6.3818
H  -32.7277  -15.5671  -5.7606
H  -33.7165  -17.0160  -5.8180
H  -33.0652  -16.6100  -3.4655
H  -31.7649  -18.8460  -3.1141
H  -31.5901  -19.0501  -4.7727
H  -33.1714  -18.9535  -4.0571
H  -31.3971  -16.0503  -2.8921
C  -34.7116  -10.3541  -1.9873
C  -34.3810  -9.3275  -0.9127
C  -35.6988  -8.7016  -0.4140
O  -33.9010  -9.8503  0.1481
H  -34.5098  -9.9151  -3.0011
H  -35.7573  -10.5707  -2.0875
H  -34.1601  -11.2701  -1.8709
H  -33.8862  -8.3935  -1.2006
H  -35.4420  -8.0402  0.4757
H  -36.1240  -9.5055  0.1728
H  -36.2461  -8.1940  -1.2286
H  -33.7170  -9.1304  0.7185
C  -30.3304  -12.6612  -4.4759
C  -31.5560  -11.7970  -4.5353
C  -31.2910  -10.4528  -5.2226
O  -32.6043  -12.2793  -4.9767
H  -30.5705  -13.5631  -4.0197
H  -29.4484  -12.2629  -4.0885
H  -30.1368  -12.9643  -5.4779
H  -31.7048  -11.4806  -3.5115
H  -30.4012  -10.0194  -4.8865
H  -32.0036  -9.6876  -5.0383
H  -30.9908  -10.5866  -6.3100
H  -33.0881  -12.7502  -4.3067

Atomic forces in eV per Å
C -0.626 1.454 -0.407
O 1.920 -0.617 -2.569
H -0.877 -0.890 0.156
H 0.399 -0.078 1.721
H -1.222 -0.601 -0.727
H -0.072 0.165 0.873
C -3.008 -5.595 5.819
O -0.290 5.704 -3.444
N -0.557 0.342 -0.495
N 5.311 1.159 -2.346
H 0.804 0.489 -0.166
H -0.257 -1.928 1.164
H -1.043 1.421 0.017
H -0.717 -1.680 0.803
C 0.922 1.574 -0.670
C -4.917 -4.055 -2.079
C -2.612 -0.609 -1.832
O 8.776 4.224 1.802
H 0.537 -0.654 0.294
H -0.309 -0.089 0.523
H -0.979 -0.320 0.061
H -1.986 -0.500 0.035
H 0.776 -0.082 2.051
H 0.091 0.585 -0.420
H -0.348 -0.621 -0.122
H 0.012 0.672 0.353
C 0.785 1.410 -1.808
C -4.931 3.876 -4.507
C 0.377 0.798 0.843
O 4.065 -3.818 4.311
H 0.314 -0.530 0.816
H -0.663 -0.292 0.619
H 0.373 -0.321 -0.109
H 1.065 -0.624 -0.965
H -0.228 0.166 -1.431
H -1.299 -0.363 -0.655
H -0.274 -0.331 0.858
H 0.528 0.563 1.565
C -0.941 -0.291 -1.928
C 7.054 5.832 3.903
C 1.354 -1.110 -1.989
O -7.787 -4.137 -4.185
H -0.404 -1.682 1.306
H 1.204 1.010 0.859
H 0.514 -0.238 -1.177
H -0.051 0.311 1.221
H 1.672 0.526 1.111
H -1.220 0.290 -0.280
H -1.147 0.091 0.860
H -0.091 -0.608 0.366

Löwdin analysis output, partial charges in e: C -0.1400; O -0.1499; H 0.0661; H 0.1214; H 0.0769; H -0.0232; C -0.6182; O -0.1176; N 0.1651; N 0.1141; H 0.1273; H 0.0791; H 0.1704; H 0.1674; C -0.0311; C -0.6051; C -0.0364; O 0.0181; H 0.0770; H 0.0769; H 0.0656; H 0.1168; H 0.0494; H 0.0846; H 0.0737; H 0.0961; C -0.0189; C -0.5943; C -0.0506; O -0.0304; H 0.1077; H 0.0783; H 0.0401; H 0.1442; H 0.0986; H 0.0792; H 0.0986; H 0.1143; C -0.0191; C -0.6720; C -0.0342; O 0.0467; H 0.0456; H 0.0671; H 0.0818; H 0.1199; H 0.0462; H 0.0595; H 0.1088; H 0.0587



DFT (ωB97M-V/def2-TZVPD) results for a 5-piece molecular cluster, C11H32N4O5 overall at a distorted geometry.

Computed properties:
electronic energy	-28125.6632	eV
HOMO-LUMO gap	9.19	eV
structure (SMILES)	NC(N)=O.NC(N)=O.CC(C)O.CC(C)O.CC(C)O
relative energy (zero: lowest compared OMol25 entry of this formula, charge and spin)	11.65	kJ/mol
net charge	0
HOMO energy	-0.3278	Eh

Cartesian coordinates (Å):
C  2.9658  2.5717  -1.9024
O  2.4019  3.3289  -2.7045
N  4.3163  2.4889  -1.7607
N  2.2169  1.8844  -1.0106
H  5.0078  2.9713  -2.2963
H  4.6553  2.0986  -0.8985
H  2.7005  1.3327  -0.3227
H  1.2098  1.8978  -1.0482
C  -0.8572  0.3103  -0.0235
O  -0.6564  1.5285  -0.0432
N  -1.8414  -0.2703  0.7153
N  -0.1029  -0.5785  -0.7121
H  -2.1742  0.3003  1.4743
H  -1.9343  -1.2685  0.7373
H  -0.2322  -1.5924  -0.6314
H  0.4718  -0.2432  -1.4667
C  -1.7543  4.5691  -2.6332
C  -0.6996  4.5849  -1.5181
C  0.0212  5.9268  -1.4636
O  -1.3285  4.3829  -0.2623
H  -2.4244  5.4138  -2.4739
H  -2.2296  3.5873  -2.6090
H  -1.3206  4.6733  -3.6300
H  0.0248  3.7942  -1.7151
H  0.4933  6.2460  -2.3947
H  0.8631  5.8408  -0.7646
H  -0.5210  6.7730  -1.0358
H  -1.0738  3.5014  0.0428
C  -2.2774  -4.6446  -0.5001
C  -1.0167  -4.1390  -1.1818
C  -1.3082  -3.2884  -2.4062
O  -0.3337  -3.2959  -0.2045
H  -2.0238  -5.2641  0.3610
H  -2.8822  -5.2243  -1.2032
H  -2.9388  -3.8459  -0.1582
H  -0.3812  -4.9957  -1.4191
H  -1.7832  -2.3610  -2.0913
H  -1.9176  -3.8390  -3.1197
H  -0.3556  -3.0565  -2.8860
H  0.1999  -3.9061  0.3186
C  1.8447  -1.7472  4.2053
C  0.5707  -2.5908  4.1805
C  -0.4985  -2.1094  3.2501
O  0.9357  -3.9495  3.8698
H  1.7238  -0.8609  4.8282
H  2.1514  -1.5721  3.1697
H  2.7274  -2.2617  4.5941
H  0.1675  -2.6448  5.2005
H  -0.0427  -2.0663  2.2565
H  -0.9716  -1.1862  3.5681
H  -1.2608  -2.8864  3.1470
H  1.4729  -4.3183  4.5720

Atomic forces in eV per Å
C -1.638 2.542 -1.138
O 0.935 -0.953 0.069
N 0.568 -1.032 0.929
N 0.933 -0.912 0.442
H -0.484 0.413 -0.410
H 0.137 -0.067 -0.103
H -0.493 -0.157 0.094
H -0.034 0.222 0.225
C 0.395 0.090 -0.144
O -0.063 -0.437 -0.040
N -0.200 0.627 0.185
N 0.222 -0.415 -0.512
H -0.246 -0.238 -0.023
H 0.045 -0.063 0.221
H 0.150 0.711 0.091
H 0.012 0.134 0.134
C 0.540 -0.237 0.218
C -0.282 0.925 -0.702
C 1.336 0.157 0.643
O 0.085 -0.317 0.248
H -0.372 -0.290 0.008
H -0.485 0.247 0.038
H 0.236 0.093 0.101
H 0.117 0.057 0.020
H -0.320 -0.204 -0.209
H 0.007 -0.205 -0.044
H -0.673 -0.292 -0.298
H -0.237 0.016 -0.030
C -0.364 -0.318 -0.324
C -0.781 0.424 0.687
C 0.717 -0.360 0.264
O 0.184 -0.912 -0.509
H -0.066 -0.055 -0.031
H 0.135 -0.205 0.091
H 0.281 0.236 -0.011
H 0.087 0.125 -0.145
H -0.202 -0.008 -0.189
H -0.146 0.104 0.038
H -0.105 0.190 -0.111
H 0.046 0.376 0.251
C 0.148 -0.148 -0.380
C 0.983 -0.754 1.976
C 0.224 -1.063 -0.827
O -0.610 0.002 -1.058
H -0.030 0.308 -0.491
H -0.215 0.666 0.062
H -0.384 -0.384 0.407
H -0.105 0.317 0.000
H -0.182 0.599 -0.055
H 0.237 0.175 -0.102
H -0.117 0.081 0.286
H 0.073 0.189 0.161

Löwdin analysis output, partial charges in e: C -0.6703; O 0.0004; N 0.1478; N 0.1612; H 0.1002; H 0.0877; H 0.0963; H 0.0581; C -0.6424; O 0.0035; N 0.1719; N 0.1714; H 0.1103; H 0.0788; H 0.0439; H 0.1008; C -0.0553; C -0.4991; C -0.0683; O -0.0604; H 0.0773; H 0.0718; H 0.0737; H 0.1019; H 0.0758; H 0.0728; H 0.0750; H 0.0418; C -0.0590; C -0.4494; C -0.0498; O -0.1063; H 0.0801; H 0.0827; H 0.0810; H 0.1395; H 0.0782; H 0.0858; H 0.0850; H 0.1047; C -0.0544; C -0.4976; C -0.0632; O -0.0660; H 0.0812; H 0.0799; H 0.0733; H 0.1322; H 0.0629; H 0.0852; H 0.0863; H 0.0811